{
  "formula": "C34H53BrCl36N4S3",
  "method": "ωB97M-V/def2-TZVPD",
  "multiplicity": 1,
  "gap_ev": 6.78,
  "e_homo_ev": -7.94,
  "elements": ["C", "C", "Br", "C", "C", "C", "C", "C", "C", "C", "S", "C", "S", "N", "C", "C", "N", "C", "C", "C", "N", "S", "N", "C", "H", "H", "H", "H", "H", "H", "H", "H", "H", "H", "H", "H", "H", "H", "H", "H", "H", "C", "Cl", "Cl", "H", "H", "C", "Cl", "Cl", "H", "H", "C", "Cl", "Cl", "H", "H", "C", "Cl", "Cl", "H", "H", "C", "Cl", "Cl", "H", "H", "C", "Cl", "Cl", "H", "H", "C", "Cl", "Cl", "H", "H", "C", "Cl", "Cl", "H", "H", "C", "Cl", "Cl", "H", "H", "C", "Cl", "Cl", "H", "H", "C", "Cl", "Cl", "H", "H", "C", "Cl", "Cl", "H", "H", "C", "Cl", "Cl", "H", "H", "C", "Cl", "Cl", "H", "H", "C", "Cl", "Cl", "H", "H", "C", "Cl", "Cl", "H", "H", "C", "Cl", "Cl", "H", "H", "C", "Cl", "Cl", "H", "H"],
  "positions_angstrom": [[-3.94, -0.64, 2.05], [-2.58, -0.77, 1.14], [-1.46, 0.81, 1.62], [-2.88, -0.93, -0.43], [-1.94, -0.07, -1.40], [-0.41, -0.20, -1.53], [0.39, 0.73, -2.57], [2.00, 0.51, -2.56], [2.45, -0.86, -3.28], [3.25, -1.77, -2.19], [4.96, -1.15, -1.81], [4.91, 0.32, -0.71], [5.84, 1.65, -1.18], [4.13, 0.45, 0.53], [3.13, 1.49, 0.84], [2.47, 1.32, 2.23], [3.17, 0.14, 2.76], [4.11, -0.34, 1.76], [-0.28, 1.78, -3.49], [-1.86, 1.94, -3.38], [-2.65, 2.90, -4.13], [-4.23, 2.62, -3.55], [-4.05, 1.36, -2.41], [-2.65, 1.01, -2.34], [-4.08, -1.55, 2.74], [-3.83, 0.27, 2.76], [-4.87, -0.40, 1.40], [-2.10, -1.76, 1.49], [-3.98, -0.59, -0.61], [-2.85, -2.05, -0.70], [0.17, -0.94, -0.88], [2.26, 0.38, -1.43], [2.55, 1.44, -2.90], [3.23, -0.58, -4.09], [1.58, -1.43, -3.76], [3.40, -2.80, -2.72], [2.61, -2.01, -1.26], [2.79, 2.37, 0.14], [1.65, 1.96, 2.69], [4.76, -1.24, 1.97], [0.32, 2.42, -4.23], [0.12, -4.19, -4.56], [-0.26, -3.07, -3.24], [-0.76, -5.71, -4.38], [-0.16, -3.73, -5.51], [1.19, -4.40, -4.56], [1.59, 4.96, 5.10], [0.71, 4.37, 3.69], [2.79, 3.78, 5.64], [2.09, 5.89, 4.85], [0.88, 5.13, 5.91], [2.89, -4.04, 2.42], [1.15, -4.09, 2.72], [3.33, -2.67, 1.40], [3.41, -3.95, 3.38], [3.20, -4.97, 1.93], [1.91, 5.20, 0.35], [0.83, 6.41, -0.34], [1.75, 3.65, -0.48], [2.94, 5.54, 0.26], [1.66, 5.06, 1.41], [-4.67, -1.98, -3.74], [-3.20, -1.06, -3.38], [-5.02, -3.15, -2.46], [-5.51, -1.29, -3.82], [-4.54, -2.51, -4.68], [0.19, -4.85, 6.19], [-1.37, -5.64, 6.50], [0.54, -3.62, 7.41], [0.97, -5.60, 6.21], [0.15, -4.38, 5.21], [-3.84, -7.03, 4.31], [-5.59, -7.06, 4.59], [-3.38, -5.65, 3.30], [-3.33, -6.95, 5.27], [-3.54, -7.95, 3.81], [-7.60, -7.18, 1.36], [-9.34, -7.22, 1.64], [-7.14, -5.80, 0.35], [-7.09, -7.10, 2.32], [-7.30, -8.10, 0.86], [0.63, 9.95, 1.11], [2.09, 10.86, 1.49], [0.27, 8.76, 2.37], [-0.21, 10.64, 1.02], [0.78, 9.42, 0.16], [-3.28, 6.22, -4.36], [-2.33, 7.64, -3.91], [-3.35, 6.04, -6.12], [-2.82, 5.33, -3.93], [-4.30, 6.33, -3.98], [-3.86, -2.97, 6.69], [-5.59, -3.08, 6.99], [-3.48, -1.60, 5.64], [-3.34, -2.84, 7.64], [-3.52, -3.89, 6.20], [-0.94, -9.77, -4.30], [-1.99, -8.35, -4.20], [-1.29, -10.92, -3.00], [-1.10, -10.26, -5.26], [0.10, -9.45, -4.22], [-3.73, 11.21, -2.95], [-5.27, 10.42, -2.59], [-3.38, 12.48, -1.77], [-2.94, 10.47, -2.91], [-3.78, 11.65, -3.94], [1.70, -11.50, -6.66], [0.16, -12.30, -6.31], [2.05, -10.24, -5.46], [2.50, -12.24, -6.63], [1.65, -11.04, -7.64], [-4.02, 2.76, 4.45], [-2.46, 3.44, 3.95], [-3.86, 1.05, 4.84], [-4.37, 3.30, 5.33], [-4.73, 2.88, 3.63], [4.66, 11.67, -0.97], [5.89, 10.65, -1.73], [3.21, 11.79, -1.97], [4.40, 11.24, -0.01], [5.08, 12.67, -0.83], [8.82, 3.93, 0.13], [9.76, 5.35, 0.62], [8.77, 3.77, -1.63], [9.29, 3.04, 0.55], [7.81, 4.03, 0.51], [6.93, -3.84, 1.92], [6.53, -2.75, 3.26], [6.06, -5.37, 2.06], [6.65, -3.36, 0.98], [8.00, -4.04, 1.93]],
  "lowdin_charge": [-0.179, -0.645, 0.649, -0.233, -0.275, -0.016, -0.140, -0.179, -0.233, -0.494, 0.822, -0.998, 0.637, -0.148, -0.131, -0.084, -0.004, -0.289, 0.035, -0.261, -0.270, 0.895, -0.318, -0.383, 0.057, -0.053, 0.085, 0.101, 0.100, 0.103, 0.114, 0.080, 0.114, 0.109, 0.050, 0.089, 0.052, -0.093, 0.046, -0.008, 0.109, -0.996, 0.557, 0.484, 0.033, 0.027, -0.990, 0.529, 0.521, 0.030, 0.032, -0.979, 0.549, 0.649, 0.028, 0.001, -0.955, 0.526, 0.657, 0.043, -0.040, -0.918, 0.725, 0.527, 0.034, 0.029, -1.014, 0.549, 0.518, 0.031, -0.033, -1.026, 0.535, 0.500, -0.035, 0.032, -1.040, 0.497, 0.492, -0.040, 0.029, -1.020, 0.522, 0.489, 0.031, 0.004, -1.041, 0.505, 0.498, -0.020, 0.028, -1.020, 0.511, 0.494, 0.030, -0.033, -1.077, 0.475, 0.503, -0.031, -0.049, -1.042, 0.493, 0.494, -0.007, 0.030, -0.978, 0.548, 0.562, 0.030, 0.032, -0.969, 0.470, 0.504, 0.029, 0.035, -1.047, 0.501, 0.487, -0.026, 0.029, -1.042, 0.499, 0.480, 0.028, 0.019, -0.996, 0.543, 0.534, 0.021, 0.029]
}

=====

{
  "formula": "C23H22MgN7",
  "method": "ωB97M-V/def2-TZVPD",
  "total_charge": 1,
  "multiplicity": 1,
  "gap_ev": 6.68,
  "e_homo_ev": -9.36,
  "elements": ["Mg", "C", "C", "N", "C", "C", "C", "C", "C", "C", "C", "N", "C", "C", "C", "C", "C", "C", "C", "C", "N", "C", "H", "H", "H", "H", "H", "H", "H", "H", "H", "H", "H", "H", "C", "C", "C", "C", "N", "C", "N", "N", "N", "H", "H", "H", "H", "H", "H", "H", "H", "H", "H"],
  "positions_angstrom": [[1.21, -0.54, -0.32], [4.52, -1.22, -3.13], [3.47, -1.46, -2.24], [2.84, -0.50, -1.58], [3.23, 0.81, -1.77], [4.28, 1.13, -2.65], [4.91, 0.07, -3.33], [4.67, 2.48, -2.81], [4.04, 3.44, -2.08], [2.99, 3.14, -1.19], [2.54, 1.84, -1.01], [1.57, 1.36, -0.18], [0.85, 1.97, 0.81], [0.57, 3.32, 0.98], [-0.18, 3.78, 2.08], [-0.66, 2.94, 3.03], [-0.43, 1.55, 2.90], [-0.89, 0.61, 3.85], [-0.64, -0.72, 3.68], [0.06, -1.13, 2.54], [0.51, -0.29, 1.63], [0.30, 1.06, 1.80], [5.00, -2.05, -3.63], [3.13, -2.48, -2.06], [5.73, 0.30, -4.01], [5.48, 2.73, -3.49], [4.34, 4.48, -2.18], [2.54, 3.94, -0.63], [0.89, 4.03, 0.24], [-0.37, 4.85, 2.16], [-1.22, 3.31, 3.89], [-1.44, 0.97, 4.71], [-0.98, -1.46, 4.40], [0.25, -2.19, 2.36], [-3.82, -3.42, 0.95], [-4.47, -2.27, 0.19], [-4.39, -0.96, 0.97], [-3.90, -2.14, -1.23], [-2.46, -1.82, -1.24], [-1.41, -2.65, -1.20], [-0.33, -1.92, -1.12], [-0.76, -0.63, -1.10], [-2.03, -0.56, -1.16], [-4.31, -3.55, 1.91], [-2.77, -3.23, 1.15], [-3.91, -4.37, 0.40], [-5.52, -2.51, 0.02], [-3.36, -0.64, 1.12], [-4.84, -1.09, 1.95], [-4.92, -0.16, 0.46], [-4.39, -1.35, -1.78], [-4.02, -3.07, -1.77], [-1.47, -3.73, -1.25]],
  "nbo_charge": [1.764, -0.274, 0.075, -0.642, 0.212, -0.112, -0.089, -0.186, -0.177, -0.268, 0.160, -0.847, 0.161, -0.262, -0.156, -0.242, -0.097, -0.085, -0.281, 0.062, -0.629, 0.212, 0.237, 0.197, 0.229, 0.214, 0.224, 0.216, 0.218, 0.225, 0.223, 0.228, 0.236, 0.196, -0.617, -0.228, -0.615, -0.215, -0.153, 0.202, -0.413, -0.175, 0.022, 0.237, 0.193, 0.214, 0.227, 0.206, 0.228, 0.225, 0.245, 0.226, 0.251]
}

=====

{
  "formula": "C3H5F",
  "method": "ωB97M-V/def2-TZVPD",
  "multiplicity": 3,
  "gap_ev": [6.64, 10.21],
  "e_homo_ev": [-5.48, -11.82],
  "s2": 2.01,
  "elements": ["C", "C", "C", "F", "H", "H", "H", "H", "H"],
  "positions_angstrom": [[0.63, -0.88, -0.85], [-0.13, 0.47, -0.09], [-0.63, 0.64, 1.19], [-1.09, 1.91, 1.46], [-0.30, -1.28, -1.33], [0.84, -1.52, -0.03], [1.49, -0.56, -1.49], [-0.20, 1.27, -0.79], [-0.60, -0.05, 1.93]],
  "nbo_charge": [-0.649, -0.182, 0.172, -0.320, 0.229, 0.206, 0.234, 0.175, 0.134]
}